Density functional theory data (ωB97M-V/def2-TZVPD) for one molecule with the formula C22H22N4OS at a distorted geometry.

## Properties
**Frontier orbital gap**: 8.52 eV
**Energy relative to the best compared isomer or geometry (same formula, charge and spin)**: 45.48 kJ/mol
**SMILES string**: CC(C)(C)c1ccc(C(=O)Nc2nnc(Cc3c[nH]c4ccccc34)s2)cc1
**Total charge**: 0
**Strongest force on any atom**: 1.73 eV Å⁻¹

Last column: natural (NBO) charge in e.
Geometry (Å):
C  4.428  -1.258  -0.691  -0.605
C  3.371  -0.190  -0.398  -0.087
C  2.820  -0.432  1.014  -0.596
C  4.052  1.185  -0.466  -0.594
C  2.215  -0.222  -1.383  0.026
C  2.123  -1.157  -2.408  -0.233
C  1.066  -1.142  -3.298  -0.142
C  0.054  -0.198  -3.178  -0.185
C  -1.008  -0.145  -4.207  0.678
O  -0.783  -0.202  -5.396  -0.565
N  -2.312  0.027  -3.781  -0.627
C  -2.908  -0.156  -2.569  0.218
N  -4.144  0.169  -2.380  -0.309
N  -4.594  -0.124  -1.168  -0.263
C  -3.740  -0.688  -0.401  0.079
C  -3.981  -1.027  1.025  -0.470
C  -3.370  0.047  1.874  -0.095
C  -3.928  1.253  2.185  -0.005
N  -3.059  1.990  2.940  -0.534
C  -1.913  1.273  3.129  0.194
C  -0.755  1.587  3.827  -0.254
C  0.248  0.643  3.857  -0.220
C  0.108  -0.586  3.205  -0.236
C  -1.032  -0.900  2.501  -0.194
C  -2.067  0.034  2.460  -0.112
S  -2.165  -0.923  -1.169  0.326
C  0.136  0.748  -2.159  -0.195
C  1.197  0.726  -1.278  -0.169
H  4.858  -1.123  -1.681  0.211
H  5.232  -1.180  0.038  0.214
H  4.007  -2.258  -0.617  0.209
H  2.089  0.323  1.292  0.216
H  3.629  -0.411  1.740  0.207
H  2.336  -1.404  1.062  0.210
H  4.907  1.210  0.206  0.209
H  4.403  1.381  -1.477  0.213
H  3.372  1.981  -0.179  0.207
H  2.884  -1.909  -2.535  0.220
H  1.015  -1.865  -4.099  0.228
H  -2.974  0.216  -4.529  0.433
H  -5.059  -1.071  1.185  0.252
H  -3.533  -1.992  1.264  0.229
H  -4.895  1.635  1.919  0.218
H  -3.242  2.908  3.308  0.413
H  -0.649  2.536  4.333  0.212
H  1.161  0.851  4.395  0.213
H  0.916  -1.300  3.261  0.213
H  -1.124  -1.848  1.992  0.209
H  -0.621  1.515  -2.069  0.223
H  1.230  1.471  -0.497  0.208